Formula: C26H15Br2N4OPtS
Source: the Open Molecules 2025 dataset
Level of theory: ωB97M-V/def2-TZVPD

The energy relative to the best compared isomer or geometry (same formula, charge and spin) is 0.0 kcal/mol. For the HOMO energy (spin up / spin down), the calculation gives -4.9088 / -4.9103 eV. The value obtained for the orbital gap (spin up / spin down) is 0.2354 / 0.2355 Ha.

```
! RIJCOSX wB97M-V def2-TZVPD def2/J DEFGRID3
* xyz -1 1
Pt -2.027 1.533 -0.345
Br -2.585 2.621 2.612
C -3.148 0.852 2.994
C -3.612 0.670 4.266
C -4.033 -0.600 4.700
C -3.960 -1.652 3.842
C -3.480 -1.487 2.519
C -3.414 -2.621 1.678
C -2.957 -2.496 0.403
C -2.565 -1.234 -0.081
C -2.607 -0.083 0.680
C -3.065 -0.206 2.037
H -3.655 1.515 4.938
H -4.401 -0.726 5.710
H -4.272 -2.643 4.152
H -3.731 -3.579 2.072
H -2.903 -3.359 -0.250
H -2.235 -1.165 -1.110
Br 3.323 -4.796 -0.712
C 3.765 -3.031 -1.253
C 4.993 -2.494 -0.901
C 5.307 -1.206 -1.299
C 4.393 -0.421 -2.008
C 3.176 -1.002 -2.383
C 2.867 -2.300 -2.012
N 4.851 0.851 -2.400
N 4.090 1.800 -2.751
C 2.794 2.016 -2.325
C 2.092 2.896 -3.167
C 0.765 3.227 -3.026
C 0.007 2.668 -1.978
O -1.201 2.957 -1.738
C 0.720 1.753 -1.080
N -0.044 1.228 -0.083
C 0.525 0.584 0.918
C 1.913 0.441 0.982
C 2.692 0.884 -0.052
C 2.099 1.517 -1.168
H 5.701 -3.080 -0.332
H 6.271 -0.775 -1.060
H 2.472 -0.445 -2.986
H 1.920 -2.735 -2.303
H 2.670 3.302 -3.989
H 0.278 3.923 -3.695
H -0.139 0.179 1.669
H 2.356 -0.034 1.846
H 3.765 0.777 0.002
S -6.710 2.107 -0.291
C -5.103 1.978 -0.519
N -3.957 1.894 -0.724
*
```

---

Formula: C26H15Br4FeGeO6
Source: the Open Molecules 2025 dataset
Level of theory: ωB97M-V/def2-TZVPD

The energy relative to the best compared isomer or geometry (same formula, charge and spin) is 50.9 kcal/mol. For the HOMO energy (spin up / spin down), the calculation gives -5.6833 / -5.5548 eV. The value obtained for the orbital gap (spin up / spin down) is 0.2760 / 0.2038 Ha.

```
! RIJCOSX wB97M-V def2-TZVPD def2/J DEFGRID3
* xyz -1 5
Fe -0.225 -0.115 0.031
O -3.333 -2.003 1.347
C -2.351 -1.316 1.222
O -1.892 -0.932 0.033
C -1.487 -0.801 2.420
O -1.829 -1.020 3.564
O -0.417 -0.166 2.052
Br 6.058 -3.080 0.048
C 4.619 -1.872 -0.042
C 4.884 -0.459 -0.112
Br 6.661 0.149 -0.079
C 3.862 0.453 -0.200
Br 4.108 2.312 -0.276
C 2.518 0.007 -0.226
O 1.525 0.789 -0.335
C 2.235 -1.429 -0.118
O 1.027 -1.759 -0.108
C 3.336 -2.344 -0.044
Br 2.889 -4.157 0.054
C -1.852 3.706 -4.199
C -0.603 3.254 -3.793
C -0.426 2.779 -2.501
C -1.486 2.755 -1.590
C -2.733 3.213 -2.013
C -2.915 3.685 -3.307
Ge -1.183 2.060 0.221
C -2.856 2.112 1.208
C -2.974 2.896 2.355
C -4.150 2.901 3.094
C -5.220 2.112 2.700
C -5.117 1.325 1.562
C -3.944 1.327 0.820
C 0.116 3.216 1.102
C 0.553 4.409 0.531
C 1.512 5.189 1.168
C 2.048 4.778 2.380
C 1.624 3.587 2.955
C 0.667 2.806 2.320
H -1.997 4.072 -5.208
H 0.231 3.270 -4.485
H 0.554 2.427 -2.192
H -3.569 3.207 -1.323
H -3.892 4.036 -3.621
H -2.139 3.506 2.680
H -4.223 3.511 3.986
H -6.127 2.094 3.292
H -5.937 0.684 1.265
H -3.867 0.685 -0.049
H 0.143 4.736 -0.418
H 1.844 6.115 0.714
H 2.800 5.382 2.873
H 2.046 3.259 3.897
H 0.358 1.861 2.755
*
```

---

Formula: C26H15BrCl2F5N2S2Ta
Source: the Open Molecules 2025 dataset
Level of theory: ωB97M-V/def2-TZVPD

The energy relative to the best compared isomer or geometry (same formula, charge and spin) is 4.6 kcal/mol. For the HOMO energy, the calculation gives -13.7481 eV. The value obtained for the orbital gap is 0.2087 Ha.

```
! RIJCOSX wB97M-V def2-TZVPD def2/J DEFGRID3
* xyz 2 1
Ta -0.191 -0.009 0.385
Cl -0.215 -1.140 2.674
C 1.183 -0.653 3.589
C 1.229 -0.933 4.938
C 2.368 -0.573 5.640
C 3.424 0.051 4.996
C 3.365 0.313 3.634
Cl 4.689 1.070 2.855
C 2.225 -0.039 2.897
S 2.151 0.296 1.183
H 0.401 -1.425 5.432
H 2.430 -0.784 6.698
H 4.311 0.342 5.542
F -4.948 -5.290 -0.712
C -4.415 -4.094 -0.635
C -3.158 -3.933 -0.065
F -2.482 -4.970 0.402
C -2.626 -2.666 -0.003
F -1.398 -2.483 0.541
C -3.280 -1.540 -0.473
S -2.587 0.060 -0.325
C -4.539 -1.724 -1.043
F -5.206 -0.683 -1.508
C -5.101 -2.989 -1.129
F -6.285 -3.147 -1.682
Br -0.983 1.975 2.139
C -0.682 3.461 0.935
C -0.963 4.712 1.394
C -0.770 5.804 0.531
C -0.300 5.586 -0.734
C 0.001 4.283 -1.191
C 0.506 4.075 -2.495
C 0.792 2.815 -2.940
C 0.584 1.708 -2.104
C 0.097 1.843 -0.815
C -0.194 3.155 -0.344
H -1.326 4.862 2.402
H -1.000 6.800 0.881
H -0.148 6.417 -1.411
H 0.665 4.934 -3.134
H 1.181 2.662 -3.938
H 0.810 0.733 -2.512
C 3.162 -3.015 -3.105
N 1.942 -2.434 -2.552
C 0.670 -2.623 -3.044
C -0.170 -1.940 -2.229
N 0.582 -1.333 -1.238
C 1.859 -1.661 -1.476
H 2.962 -3.371 -4.111
H 3.493 -3.855 -2.496
H 3.952 -2.270 -3.141
H 0.470 -3.212 -3.922
H -1.238 -1.831 -2.298
H 2.701 -1.338 -0.886
*
```

---

Formula: C26H15BrClF3IN3OS3Tc
Source: the Open Molecules 2025 dataset
Level of theory: ωB97M-V/def2-TZVPD

The energy relative to the best compared isomer or geometry (same formula, charge and spin) is 0.0 kcal/mol. For the HOMO energy (spin up / spin down), the calculation gives -7.6341 / -7.8011 eV. The value obtained for the orbital gap (spin up / spin down) is 0.2313 / 0.2491 Ha.

```
! RIJCOSX wB97M-V def2-TZVPD def2/J DEFGRID3
* xyz 0 2
Tc -0.789 0.131 0.522
S -1.428 0.011 2.683
C -3.071 -0.580 2.655
C -3.780 -0.757 3.849
C -5.074 -1.229 3.819
C -5.683 -1.540 2.600
C -4.991 -1.377 1.420
C -3.677 -0.895 1.440
S -2.788 -0.696 -0.049
H -3.299 -0.515 4.788
H -5.620 -1.360 4.744
H -6.699 -1.912 2.582
H -5.450 -1.617 0.469
Cl 2.447 6.245 1.813
C 1.365 4.991 1.286
C 0.195 5.326 0.668
C -0.703 4.332 0.231
I -2.465 4.858 -0.731
C -0.424 2.999 0.430
O -1.194 2.010 0.033
C 0.799 2.661 1.068
N 1.013 1.322 1.203
C 2.122 0.924 1.780
C 3.088 1.829 2.261
C 2.892 3.172 2.126
C 1.711 3.635 1.505
H -0.046 6.368 0.511
H 2.260 -0.144 1.871
H 3.978 1.438 2.732
H 3.620 3.885 2.488
F 0.943 -4.843 0.564
C 0.790 -4.446 -0.707
F -0.509 -4.141 -0.884
F 1.037 -5.522 -1.481
C 1.700 -3.297 -1.067
C 2.608 -3.457 -2.100
C 3.419 -2.395 -2.460
C 3.285 -1.214 -1.751
N 2.427 -1.046 -0.750
C 1.630 -2.060 -0.405
S 0.515 -1.807 0.951
H 2.667 -4.401 -2.624
H 4.135 -2.481 -3.264
H 3.899 -0.353 -1.994
Br -0.270 -2.906 -4.498
C 0.022 -1.265 -3.622
C 0.674 -0.223 -4.256
C 0.868 0.948 -3.544
C 0.429 1.023 -2.235
N -0.199 0.011 -1.632
C -0.417 -1.113 -2.319
H 1.018 -0.328 -5.276
H 1.368 1.796 -3.991
H 0.584 1.915 -1.646
H -0.934 -1.911 -1.804
*
```